Record 1
17
Properties=species:S:1:pos:R:3 method="wB97M-V/def2-TZVPD" homo_energy_ha=-0.0912 de_lowest_kcal_mol=12.3 energy_ev=-25997.3047 e_lumo_ev=3.235 charge=-1
C 1.351 -1.596 -0.467
S 2.657 -0.365 -0.632
C 1.633 1.145 -0.809
H 0.872 -1.431 0.494
H 1.790 -2.597 -0.386
H 0.692 -1.603 -1.335
H 2.357 1.882 -1.150
H 1.046 0.855 -1.637
H 0.925 1.449 -0.036
C -2.906 -0.735 1.614
C -1.677 -0.390 0.769
S -1.778 1.282 0.059
H -3.774 -0.346 1.081
H -2.846 -0.234 2.585
H -3.014 -1.795 1.879
H -1.551 -1.174 0.028
H -0.793 -0.380 1.411

Record 2
14
Properties=species:S:1:pos:R:3 method="wB97M-V/def2-TZVPD" homo_energy_ha=-0.2985 de_lowest_kcal_mol=110.1 energy_ev=-7357.4799 e_lumo_ev=0.283 charge=0
C -1.542 1.742 0.685
C -0.896 0.629 0.338
C 0.612 0.446 0.383
C 0.984 -0.666 -0.589
C 0.303 -1.924 -0.494
O 0.179 -2.364 0.650
H -2.341 2.002 1.303
H -1.066 2.644 0.178
H -1.373 0.049 -0.429
H 1.362 1.387 0.217
H 0.779 -0.077 1.386
H 0.773 -0.258 -1.711
H 2.003 -1.027 -0.479
H 0.222 -2.584 -1.439

Record 3
82
Properties=species:S:1:pos:R:3 method="wB97M-V/def2-TZVPD" homo_energy_ha="-0.1841 / -0.1845" de_lowest_kcal_mol=0.0 s2=8.76 energy_ev=-146490.3806 e_lumo_ev="2.029 / 2.029" spin_multiplicity=6 charge=-1
Sm -0.947 0.426 0.751
C 1.668 0.003 3.749
N 1.674 0.684 2.456
C 2.756 0.159 1.608
C 2.721 -1.328 1.276
C 1.717 -1.739 0.207
N 0.332 -1.785 0.690
C -0.084 -2.942 1.055
C -1.409 -3.333 1.479
C -1.542 -4.606 2.069
C -2.749 -5.071 2.524
C -3.882 -4.252 2.362
C -3.795 -3.021 1.763
C -2.552 -2.498 1.312
O -2.486 -1.333 0.783
C 1.994 2.106 2.643
C 1.064 2.935 3.525
C -0.409 2.975 3.080
N -0.472 2.736 1.647
C -0.451 3.743 0.866
C -0.117 3.697 -0.550
C -0.281 4.864 -1.309
C 0.198 4.973 -2.595
C 0.910 3.890 -3.128
C 1.097 2.735 -2.403
C 0.548 2.568 -1.108
O 0.711 1.445 -0.468
H 2.649 0.081 4.245
H 1.420 -1.050 3.635
H 0.911 0.437 4.398
H 3.719 0.376 2.098
H 2.726 0.725 0.675
H 2.563 -1.942 2.166
H 3.716 -1.579 0.900
H 2.005 -2.719 -0.182
H 1.773 -1.025 -0.621
H 0.638 -3.767 1.037
H -0.646 -5.206 2.196
H -2.828 -6.034 3.012
H -4.844 -4.597 2.727
H -4.666 -2.385 1.651
H 2.032 2.552 1.650
H 3.006 2.185 3.073
H 1.470 3.949 3.488
H 1.121 2.615 4.568
H -0.846 3.943 3.344
H -0.972 2.198 3.589
H -0.584 4.745 1.289
H -0.812 5.697 -0.856
H 0.036 5.874 -3.174
H 1.323 3.959 -4.130
H 1.653 1.898 -2.813
N -1.344 -0.123 3.055
C -1.453 -1.000 3.803
C -1.457 -2.085 4.684
C -0.303 -2.919 4.690
N 0.629 -3.605 4.669
C -2.588 -2.389 5.493
N -3.502 -2.636 6.155
C 2.323 0.726 -6.875
C 1.525 0.135 -5.740
C 0.389 0.786 -5.260
C -0.324 0.286 -4.183
C 0.100 -0.895 -3.592
C 1.234 -1.557 -4.036
C 1.937 -1.043 -5.119
S -0.775 -1.499 -2.164
C -2.188 -2.156 -3.033
O -1.307 -0.265 -1.492
H 1.685 1.294 -7.555
H 2.834 -0.049 -7.447
H 3.085 1.410 -6.491
H 0.068 1.715 -5.721
H -1.173 0.831 -3.773
H 1.566 -2.463 -3.539
H 2.825 -1.554 -5.477
H -2.665 -1.333 -3.569
H -2.858 -2.566 -2.275
H -1.840 -2.935 -3.713
Se -3.453 2.899 -2.659
C -3.025 2.235 -1.064
N -2.719 1.797 -0.022

Record 4
29
Properties=species:S:1:pos:R:3 method="wB97M-V/def2-TZVPD" homo_energy_ha="-0.4840 / -0.4860" de_lowest_kcal_mol=5.0 energy_ev=-34744.7418 e_lumo_ev="-5.553 / -5.539" charge=+1
Mo 0.982 0.242 0.196
O 4.176 -0.117 2.634
C 3.367 -0.548 1.896
O 2.345 0.312 1.386
C 3.197 -1.943 1.438
C 3.924 -2.935 2.095
C 3.703 -4.257 1.785
C 2.715 -4.653 0.896
C 1.999 -3.664 0.264
C 2.297 -2.303 0.429
O 1.751 -1.427 -0.390
N 0.802 -4.030 -0.503
O 0.827 -5.019 -1.170
O -0.192 -3.294 -0.402
N 4.490 -5.301 2.477
O 5.312 -4.923 3.279
O 4.241 -6.449 2.187
H 4.647 -2.667 2.855
H 2.500 -5.701 0.735
O -0.418 -1.118 0.918
H -0.351 -2.019 0.453
H -1.331 -0.924 1.166
C -0.339 3.195 -2.249
C -0.732 1.767 -2.101
O -1.537 1.136 -2.676
O 0.037 1.077 -1.091
H 0.450 3.249 -3.003
H 0.035 3.616 -1.320
H -1.195 3.758 -2.612

Record 5
12
Properties=species:S:1:pos:R:3 method="wB97M-V/def2-TZVPD" homo_energy_ha=-0.3670 de_lowest_kcal_mol=67.3 energy_ev=-7326.3645 e_lumo_ev=0.254 charge=0
C 0.120 1.831 0.730
C -0.727 0.512 0.861
C -0.664 -0.341 -0.314
C -0.077 -1.141 -1.007
C 0.616 -2.260 -1.561
O 1.774 -2.252 -1.922
H 1.042 1.751 1.302
H 0.401 2.066 -0.311
H -0.416 2.723 1.095
H -1.671 0.691 1.379
H -0.375 -0.419 1.335
H -0.021 -3.159 -1.588

Record 6
28
Properties=species:S:1:pos:R:3 method="wB97M-V/def2-TZVPD" homo_energy_ha="-0.3980 / -0.3874" de_lowest_kcal_mol=56.6 energy_ev=-18682.6947 e_lumo_ev="-4.376 / -3.408" charge=+1
C 0.327 -2.723 2.033
C 1.132 -2.616 0.923
C -0.411 -1.608 2.490
C 1.216 -1.363 0.264
C -0.344 -0.378 1.879
C 0.534 -0.190 0.744
C 0.754 3.236 0.278
C -0.959 0.117 -1.825
C 1.860 1.592 -0.792
C 0.746 1.071 0.222
C -3.038 -1.048 -2.200
N 1.509 2.944 -0.793
N 0.288 2.176 0.878
O -0.096 -0.311 -2.532
O -2.168 -0.029 -1.496
H 0.391 -3.599 2.699
H 1.671 -3.418 0.525
H -0.970 -1.616 3.400
H 1.883 -1.227 -0.550
H -0.937 0.228 2.409
H 0.255 4.229 0.458
H 2.857 1.270 -0.391
H 1.658 1.219 -1.797
H -4.060 -0.546 -2.035
H -2.927 -2.015 -1.647
H -2.672 -1.070 -3.242
H 1.920 3.573 -1.530
H -0.418 2.102 1.629

Record 7
117
Properties=species:S:1:pos:R:3 method="wB97M-V/def2-TZVPD" homo_energy_ha=-0.3703 de_lowest_kcal_mol=0.5 energy_ev=-157195.2814 e_lumo_ev=-2.493 charge=+1
Cd -0.606 -0.120 0.372
C 2.079 2.127 -2.022
C 3.385 1.340 -1.980
C 3.231 -0.148 -1.674
Sb 3.078 -0.721 0.397
C 3.601 -2.781 0.188
C 2.942 -3.727 0.968
C 3.282 -5.071 0.887
C 4.282 -5.480 0.020
C 4.949 -4.544 -0.759
C 4.611 -3.202 -0.674
C 5.022 -0.107 1.026
C 5.328 -0.250 2.378
C 6.590 0.065 2.859
C 7.561 0.543 1.991
C 7.269 0.688 0.644
C 6.007 0.359 0.163
Sb 1.072 2.367 -0.132
C 0.282 4.302 -0.564
C 0.015 5.179 0.486
C -0.491 6.445 0.233
C -0.743 6.845 -1.074
C -0.476 5.981 -2.124
C 0.036 4.713 -1.869
C 2.789 3.093 0.892
C 3.483 4.144 0.295
C 4.634 4.642 0.883
C 5.096 4.102 2.076
C 4.403 3.067 2.680
C 3.252 2.564 2.087
H 1.377 1.684 -2.733
H 2.294 3.145 -2.353
H 4.074 1.825 -1.284
H 3.849 1.432 -2.968
H 4.076 -0.707 -2.081
H 2.338 -0.533 -2.167
H 2.152 -3.422 1.646
H 2.763 -5.797 1.499
H 4.547 -6.526 -0.049
H 5.737 -4.859 -1.430
H 5.159 -2.484 -1.273
H 4.581 -0.622 3.072
H 6.815 -0.060 3.910
H 8.546 0.793 2.362
H 8.026 1.052 -0.038
H 5.808 0.475 -0.895
H 0.216 4.886 1.509
H -0.682 7.124 1.054
H -1.135 7.834 -1.272
H -0.661 6.290 -3.144
H 0.230 4.052 -2.705
H 3.129 4.585 -0.631
H 5.169 5.455 0.410
H 5.997 4.490 2.532
H 4.764 2.638 3.605
H 2.717 1.751 2.561
C -5.395 -2.650 -0.442
Si -4.347 -1.161 -0.024
C -5.081 -0.319 1.473
C -4.265 -0.011 -1.495
As -2.205 -2.086 0.266
Si -2.226 -2.561 2.576
C -0.537 -3.256 2.974
C -3.522 -3.875 2.864
C -2.600 -1.069 3.665
H -6.432 -2.349 -0.611
H -5.390 -3.383 0.366
H -5.035 -3.148 -1.343
H -6.043 0.122 1.195
H -4.428 0.461 1.854
H -5.268 -1.038 2.271
H -5.229 0.466 -1.683
H -3.992 -0.572 -2.391
H -3.512 0.764 -1.339
H -0.339 -4.140 2.366
H -0.474 -3.548 4.025
H 0.246 -2.518 2.783
H -3.376 -4.724 2.195
H -4.532 -3.494 2.709
H -3.458 -4.240 3.892
H -2.543 -0.136 3.107
H -1.899 -1.028 4.499
H -3.606 -1.135 4.081
O -2.281 1.592 1.004
S -2.402 3.077 1.311
C -3.901 3.269 2.312
C -5.056 3.534 1.357
C -4.478 4.480 0.307
C -3.169 3.843 -0.148
H -3.717 4.124 2.965
H -3.984 2.372 2.923
H -5.914 3.955 1.879
H -5.372 2.599 0.888
H -4.285 5.460 0.749
H -5.146 4.628 -0.541
H -2.458 4.528 -0.602
H -3.346 2.996 -0.817
N 0.823 -2.367 -1.367
C 0.641 -2.281 -2.770
C 1.727 -2.389 -3.633
C 1.552 -2.235 -5.000
C 0.294 -1.983 -5.525
C -0.792 -1.895 -4.664
C -0.626 -2.038 -3.296
H 1.738 -2.740 -1.137
H 0.111 -2.942 -0.926
H 2.709 -2.614 -3.230
H 2.406 -2.328 -5.658
H 0.158 -1.872 -6.591
H -1.783 -1.715 -5.061
H -1.478 -1.973 -2.629
N 0.681 0.067 3.401
N 0.191 1.376 3.100
H 0.429 -0.226 4.341
H 1.692 0.075 3.332
H 0.338 2.043 3.855
H -0.811 1.281 2.975

Record 8
48
Properties=species:S:1:pos:R:3 method="wB97M-V/def2-TZVPD" homo_energy_ha="-0.3080 / -0.3081" s2=0.78 energy_ev=-72757.9501 e_lumo_ev="-0.316 / -0.106" spin_multiplicity=2 charge=0
Cr -0.046 0.663 0.305
O -1.484 -1.943 3.042
C -0.782 -1.323 2.285
O -1.007 -0.124 1.799
C 0.535 -1.838 1.801
C 1.204 -2.970 2.215
C 2.481 -3.191 1.714
C 3.053 -2.272 0.841
C 2.300 -1.178 0.473
N 1.072 -0.999 0.932
C 2.711 -0.030 -0.401
O 3.794 0.038 -0.924
O 1.729 0.831 -0.514
H 0.726 -3.635 2.922
H 3.040 -4.065 2.022
H 4.056 -2.376 0.451
C -0.596 3.521 -4.615
N -0.326 3.208 -3.232
C 0.385 4.082 -2.318
C 0.386 3.247 -1.047
O 0.783 3.591 0.035
N -0.181 2.016 -1.341
C -0.596 2.052 -2.597
N -1.217 1.018 -3.178
H -0.794 4.587 -4.705
H -1.488 3.000 -4.961
H 0.241 3.262 -5.267
H -0.135 5.029 -2.170
H 1.411 4.275 -2.637
H -1.645 0.356 -2.525
H -1.630 1.130 -4.086
O -1.728 1.775 0.591
C -2.508 1.054 -0.089
O -2.050 0.061 -0.728
C -3.952 1.392 -0.154
C -4.395 2.627 0.295
C -5.748 2.977 0.232
C -6.601 2.034 -0.282
O -7.953 2.128 -0.432
C -8.379 0.883 -1.004
O -7.220 0.063 -1.176
C -6.160 0.804 -0.725
C -4.842 0.444 -0.685
H -3.673 3.314 0.715
H -6.110 3.934 0.581
H -8.838 1.073 -1.972
H -9.072 0.393 -0.322
H -4.488 -0.518 -1.027

Record 9
7
Properties=species:S:1:pos:R:3 method="wB97M-V/def2-TZVPD" homo_energy_ha=-0.3380 de_lowest_kcal_mol=26.7 energy_ev=-19962.9858 e_lumo_ev=-0.725 charge=0
H 1.357 -1.563 -1.753
P 0.222 -0.848 -1.496
N 0.654 -0.237 -0.151
C -0.219 0.445 0.752
I -1.713 1.828 -0.113
H -0.747 -0.522 1.374
H 0.444 0.897 1.386

Record 10
108
Properties=species:S:1:pos:R:3 method="wB97M-V/def2-TZVPD" homo_energy_ha="-0.5622 / -0.5622" s2=0.83 energy_ev=-297730.8801 e_lumo_ev="-9.981 / -9.130" spin_multiplicity=2 charge=+3
V -0.123 1.158 0.810
C 0.737 4.059 0.476
N -0.273 3.156 -0.151
C -1.652 3.709 -0.019
C -2.108 3.212 1.299
N -1.357 2.287 1.908
C -1.857 2.201 3.236
C -1.361 1.560 4.362
C -2.056 1.743 5.543
C -3.211 2.537 5.607
C -3.687 3.207 4.497
C -2.965 3.029 3.327
N -3.088 3.645 2.071
C 1.750 3.249 1.212
N 1.431 2.065 1.711
C 2.591 1.567 2.330
C 2.810 0.384 3.026
C 4.081 0.183 3.524
C 5.104 1.130 3.337
C 4.886 2.312 2.656
C 3.601 2.502 2.163
N 3.028 3.548 1.427
H 1.195 4.706 -0.272
H 0.225 4.699 1.198
H -0.068 3.037 -1.137
H -1.656 4.800 -0.057
H -2.263 3.326 -0.830
H -0.458 0.966 4.329
H -1.694 1.277 6.449
H -3.727 2.644 6.551
H -4.558 3.845 4.548
H -3.772 4.343 1.816
H 2.018 -0.337 3.197
H 4.297 -0.718 4.082
H 6.084 0.933 3.749
H 5.669 3.047 2.530
H 3.481 4.415 1.173
Br -4.082 -3.605 2.830
C -3.091 -3.035 4.321
C -3.404 -3.575 5.563
C -2.680 -3.213 6.688
C -1.627 -2.316 6.588
C -1.305 -1.763 5.358
C -2.051 -2.119 4.246
I -1.583 -1.324 2.350
H -4.215 -4.286 5.636
H -2.936 -3.647 7.645
H -1.047 -2.053 7.462
H -0.473 -1.082 5.268
C 3.521 1.895 -3.915
C 2.243 2.478 -3.809
C 1.402 2.134 -2.782
C 1.810 1.185 -1.819
C 1.033 0.766 -0.705
C 1.395 -0.307 0.073
C 2.609 -1.002 -0.125
C 3.428 -0.549 -1.114
C 3.061 0.533 -1.975
C 3.914 0.931 -3.026
H 4.176 2.186 -4.726
H 1.908 3.181 -4.560
H 0.383 2.507 -2.812
H 0.731 -0.719 0.871
H 2.846 -1.861 0.485
H 4.375 -1.044 -1.292
H 4.873 0.441 -3.137
C -4.368 1.750 -3.916
O -3.370 0.714 -3.741
C -2.429 0.929 -2.862
O -2.394 1.851 -2.068
C -1.413 -0.165 -2.793
C -0.545 -0.374 -3.777
As 0.904 -1.699 -3.906
C -0.038 -2.923 -5.106
C 0.548 -2.739 -2.275
C -0.290 -2.521 -1.264
As -1.475 -0.994 -1.036
C -3.237 -1.801 -1.064
C -0.420 -3.488 -0.111
O -1.356 -4.222 0.011
O 0.536 -3.291 0.811
C 0.493 -4.228 1.912
C 1.384 -4.002 -2.197
O 1.305 -4.828 -1.330
O 2.224 -4.068 -3.228
C 3.037 -5.267 -3.296
C -0.578 0.599 -4.935
O -0.998 1.727 -4.846
O -0.037 0.068 -6.018
C 0.021 0.893 -7.209
H -4.722 2.100 -2.951
H -5.168 1.282 -4.477
H -3.925 2.565 -4.483
H -0.088 -2.459 -6.087
H -1.039 -3.138 -4.739
H 0.545 -3.838 -5.168
H -3.378 -2.300 -2.020
H -3.985 -1.024 -0.918
H -3.293 -2.523 -0.252
H 0.909 -5.175 1.577
H -0.532 -4.371 2.250
H 1.102 -3.794 2.699
H 3.657 -5.141 -4.176
H 2.392 -6.137 -3.392
H 3.641 -5.354 -2.398
H 0.846 0.503 -7.794
H 0.181 1.932 -6.940
H -0.915 0.785 -7.750